# 1
# C15H22ClN2O4

An isolated ion of composition C15H22ClN2O4 and charge +1 (ωB97M-V with the def2-TZVPD basis set, the Open Molecules 2025 dataset).

XYZ file:
```
44
Properties=species:S:1:pos:R:3:lowdin_charge:R:1
C 5.0974 -0.9721 1.1943 -0.05
C 4.6044 0.1376 0.2726 -0.21
O 4.3589 1.3756 0.9685 -0.03
C 3.1236 1.4799 1.5302 -0.49
O 2.9125 1.2467 2.6870 0.15
C 2.0726 1.9829 0.5735 -0.12
C 0.6808 1.9578 1.1877 -0.18
C -0.4507 1.9668 0.1302 -0.15
C -1.5916 1.0699 0.5187 -0.13
C -2.4098 1.5613 1.5111 0.04
N -3.4268 0.8415 1.9950 0.12
C -3.6948 -0.3948 1.5508 0.03
C -2.9281 -0.9529 0.5587 -0.07
C -3.3404 -2.3456 0.1353 -0.17
O -2.2371 -3.2286 0.1828 -0.14
N -2.4429 -4.3961 -0.7500 0.06
O -1.9411 -4.1957 -1.7579 0.14
C -1.8643 -0.2042 0.0143 -0.09
C -1.0744 -0.7606 -1.1354 -0.58
Cl 0.6430 -0.8443 -0.6112 0.78
C -1.3196 -0.0146 -2.4477 -0.24
C -0.3098 -0.3399 -3.5350 -0.10
H 4.9148 -0.6857 2.2274 0.08
H 4.5710 -1.9050 1.0084 0.07
H 6.1629 -1.1400 1.0715 0.08
H 5.3417 0.3845 -0.4849 0.12
H 3.6947 -0.1663 -0.2509 0.09
H 2.1399 1.4128 -0.3539 0.08
H 2.3584 3.0047 0.3168 0.14
H 0.5763 1.1096 1.8593 0.11
H 0.5815 2.8559 1.7957 0.12
H -0.0465 1.7242 -0.8462 0.09
H -0.8567 2.9758 0.0554 0.13
H -2.2562 2.5390 1.9425 0.16
H -4.0026 1.2285 2.7310 0.19
H -4.5168 -0.9177 2.0131 0.15
H -3.7879 -2.3047 -0.8632 0.14
H -4.1126 -2.6955 0.8231 0.13
H -1.3358 -1.7942 -1.2955 0.06
H -1.4087 1.0564 -2.2808 0.11
H -2.3009 -0.3591 -2.7841 0.13
H -0.1117 -1.4112 -3.5634 0.08
H 0.6350 0.1756 -3.3860 0.07
H -0.7017 -0.0581 -4.5088 0.08
```

electronic energy	-39595.1484	eV
HOMO-LUMO gap	8.15	eV
multiplicity	1
SMILES	CCOC(=O)CCCc1c[nH+]cc(CON=O)c1[C@H](Cl)CC
LUMO	-4.43	eV
charge	+1


# 2
# C18H36Br18

A 9-piece molecular cluster, C18H36Br18 overall (ωB97M-V with the def2-TZVPD basis set, the Open Molecules 2025 dataset).

XYZ file:
```
72
Properties=species:S:1:pos:R:3:lowdin_charge:R:1
Br -3.6711 5.9866 0.2953 0.59
C -4.6200 5.5014 1.9367 -0.72
C -4.1353 4.2330 2.6019 -0.64
Br -2.4396 4.5910 3.6043 0.56
H -5.6817 5.4591 1.6938 0.06
H -4.5940 6.3710 2.5935 0.05
H -4.1486 3.4269 1.8683 0.07
H -4.8310 4.0034 3.4090 0.05
Br -6.0058 -2.9790 -7.5614 0.46
C -4.3627 -4.0185 -6.7211 -0.57
C -4.4523 -5.5507 -6.5758 -0.60
Br -2.6596 -6.3997 -6.0239 0.52
H -4.1162 -3.4876 -5.8016 0.05
H -3.4893 -3.8926 -7.3610 0.04
H -4.7195 -6.0223 -7.5215 0.05
H -5.2583 -5.8775 -5.9188 0.05
Br 3.0394 11.7837 -1.7144 0.54
C 2.2033 9.9533 -1.4270 -0.63
C 3.1085 8.8325 -1.9666 -0.69
Br 2.4789 6.9748 -1.6751 0.57
H 1.2124 9.9298 -1.8806 0.06
H 2.1810 9.6788 -0.3724 0.05
H 4.0679 8.9160 -1.4561 0.05
H 3.1197 9.0386 -3.0369 0.05
Br 3.5798 -7.3838 0.6687 0.57
C 2.0463 -7.8117 -0.4511 -0.68
C 0.9659 -8.6824 0.3486 -0.60
Br 1.8750 -10.3419 1.0283 0.52
H 2.4581 -8.5429 -1.1467 0.03
H 1.6079 -6.9746 -0.9945 0.06
H 0.1837 -9.0262 -0.3282 0.05
H 0.5432 -8.1707 1.2132 0.05
Br 3.6159 -4.5673 7.7179 0.55
C 4.5826 -6.3074 7.9651 -0.65
C 5.5614 -6.4003 9.2433 -0.57
Br 4.4722 -6.7389 10.9113 0.51
H 5.0478 -6.6907 7.0569 0.05
H 3.8659 -7.1274 7.9209 0.04
H 6.1284 -5.5104 9.5165 0.04
H 6.1794 -7.2958 9.3074 0.03
Br 5.6059 6.6305 3.1439 0.53
C 5.2845 4.6255 3.2730 -0.59
C 6.5905 3.8449 2.8435 -0.70
Br 6.3281 2.0350 2.1463 0.59
H 4.4491 4.3552 2.6271 0.04
H 5.0617 4.3122 4.2930 0.06
H 7.0925 3.7328 3.8045 0.04
H 7.3247 4.3794 2.2407 0.04
Br 0.0733 -0.8849 -1.1190 0.51
C 0.9939 -0.2756 0.5992 -0.63
C 1.4663 -1.4961 1.4495 -0.65
Br -0.1732 -2.3587 2.1246 0.56
H 0.3759 0.4069 1.1825 0.05
H 1.8626 0.2883 0.2595 0.05
H 2.1482 -1.1874 2.2419 0.06
H 1.9570 -2.1609 0.7387 0.04
Br -8.4907 0.3940 1.7502 0.53
C -7.3718 -1.2278 2.1157 -0.65
C -6.6584 -1.8121 0.8808 -0.67
Br -7.9283 -2.6406 -0.3962 0.57
H -7.9982 -1.9840 2.5887 0.05
H -6.6606 -0.8535 2.8520 0.05
H -5.8875 -2.5240 1.1758 0.06
H -6.0015 -1.1097 0.3678 0.05
Br -0.5959 5.4053 -6.9691 0.59
C -1.1084 3.8314 -8.0549 -0.70
C -0.0627 2.7754 -7.8664 -0.59
Br -0.2086 1.5319 -9.5242 0.50
H -1.2528 4.1679 -9.0815 0.05
H -2.0166 3.4832 -7.5629 0.05
H -0.0272 2.2188 -6.9298 0.07
H 0.8890 3.2174 -8.1611 0.03
```

electronic energy	-1280011.9992	eV
HOMO-LUMO gap	9.77	eV
multiplicity	1
energy relative to the best compared isomer or geometry (same formula, charge and spin)	454.0	kJ/mol
SMILES	BrCCBr.BrCCBr.BrCCBr.BrCCBr.BrCCBr.BrCCBr.BrCCBr.BrCCBr.BrCCBr
LUMO	-0.29	eV
charge	0


# 3
# C5H5NiO4

C5H5NiO4 as an isolated structure (ωB97M-V with the def2-TZVPD basis set, the Open Molecules 2025 dataset).

XYZ file:
```
15
Properties=species:S:1:pos:R:3:lowdin_spin:R:1
O -0.0726 1.5569 -1.7191 0.05
C -0.0259 1.7946 -0.3755 0.01
C -1.2653 1.3372 0.3695 0.05
O -2.2373 0.9872 -0.4286 0.12
C -3.0418 -0.5281 -0.6976 0.36
O -2.7111 -1.5873 -0.2225 0.16
O -4.3021 -0.2872 -1.0661 0.08
Ni -1.4234 0.6726 -2.5722 1.08
H 0.0579 2.8762 -0.1217 0.00
H 0.8440 1.3158 0.1151 0.00
H -4.8200 -0.0117 -0.2949 0.02
C -1.4231 1.2350 1.7717 0.01
C -0.4357 1.4878 2.7113 0.04
H -2.3765 0.7854 2.0807 0.00
H 0.5513 1.5002 2.2059 0.00
```

electronic energy	-54492.9642	eV
HOMO-LUMO gap (spin up / spin down)	5.66 / 5.98	eV
multiplicity	3
energy relative to the best compared isomer or geometry (same formula, charge and spin)	122.5	kJ/mol
<S²>	2.037
LUMO (spin up / spin down)	2.79 / 2.44	eV
charge	-1


# 4
# FN2

An isolated ion of composition FN2 and charge +1 (ωB97M-V with the def2-TZVPD basis set, the Open Molecules 2025 dataset).

XYZ file:
```
3
Properties=species:S:1:pos:R:3:lowdin_spin:R:1
N 1.1679 -0.0486 0.0017 0.29
N 0.0926 0.0549 -0.0030 0.55
F -1.2605 -0.0063 0.0013 1.15
```

electronic energy	-5677.4504	eV
HOMO-LUMO gap (spin up / spin down)	11.22 / 8.52	eV
multiplicity	3
<S²>	2.011
LUMO (spin up / spin down)	-7.34 / -15.51	eV
charge	+1


# 5
# C15H27HgO15S3

C15H27HgO15S3 as an isolated structure (ωB97M-V with the def2-TZVPD basis set, the Open Molecules 2025 dataset).

XYZ file:
```
61
Properties=species:S:1:pos:R:3:lowdin_charge:R:1
Hg 0.2609 -0.3682 1.1756 1.20
O -1.7196 -4.3518 2.3553 0.07
C -0.5589 -3.7417 2.1946 -0.88
O -0.5646 -2.6264 1.6730 -0.09
O 0.3369 -4.2419 2.9222 -0.01
H -2.1198 -3.8366 1.6511 0.07
O 3.8207 -0.5609 2.9973 0.11
C 3.1365 -1.5445 2.5653 -0.87
O 2.2128 -1.4526 1.6749 -0.12
O 3.3140 -2.6438 3.0604 0.04
H 4.4563 -0.9399 3.6088 0.12
O -1.7365 0.3702 4.9847 0.12
C -0.6958 0.0207 4.2599 -0.91
O -0.5799 0.4713 3.1528 -0.06
O 0.1209 -0.8198 4.7550 -0.01
H -1.8402 0.8838 4.1803 0.06
C 0.4292 -1.7372 -4.8587 -0.21
C -0.3405 -2.8136 -4.0460 -0.21
C -0.8588 -2.2886 -2.7318 -0.21
S -0.0288 -0.6723 -2.4072 0.81
O 0.6193 -0.6160 -1.0075 -0.43
O -0.9815 0.3676 -2.8417 -0.34
C 1.1637 -0.9850 -3.8056 -0.23
H -0.2066 -1.1199 -5.4933 0.12
H 1.2037 -2.2823 -5.3983 0.12
H 0.3912 -3.5835 -3.8011 0.12
H -1.1396 -3.3245 -4.5831 0.12
H -0.4307 -2.9392 -1.9692 0.11
H -1.8594 -2.1275 -2.3306 0.11
H 1.9407 -1.6320 -3.3987 0.11
H 1.6622 -0.0207 -3.9039 0.10
C 4.4082 1.1417 -0.8699 -0.25
C 5.0040 1.9639 0.2560 -0.22
C 3.8739 2.1349 1.2814 -0.17
S 2.3563 2.4226 0.2189 0.79
O 2.1706 3.8886 0.2441 -0.35
O 1.3006 1.5481 0.7337 -0.41
C 3.1698 1.8192 -1.3591 -0.19
H 4.0988 0.1953 -0.4266 0.12
H 5.1050 0.7678 -1.6200 0.12
H 5.4283 2.8555 -0.2057 0.11
H 5.8374 1.4906 0.7752 0.12
H 4.0442 2.8779 2.0606 0.11
H 3.6412 1.2436 1.8640 0.07
H 3.3579 2.7729 -1.8522 0.10
H 2.5325 1.1896 -1.9800 0.07
C -5.5471 1.5771 1.0879 -0.20
C -5.3328 1.9009 -0.4367 -0.19
C -3.7997 1.8172 -0.9250 -0.18
S -2.8502 1.5345 0.6179 0.77
O -2.5810 2.8430 1.2375 -0.31
O -1.7598 0.5246 0.3427 -0.42
C -4.2278 0.8550 1.5948 -0.20
H -6.4208 1.0210 1.4277 0.10
H -5.7130 2.5083 1.6295 0.10
H -5.9217 2.8141 -0.5227 0.10
H -5.9620 1.1390 -0.8968 0.09
H -3.3443 2.5383 -1.6038 0.10
H -3.9327 0.9017 -1.5016 0.09
H -3.8984 1.0827 2.6085 0.09
H -4.4446 -0.2132 1.5853 0.11
```

electronic energy	-83381.3196	eV
HOMO-LUMO gap	5.35	eV
multiplicity	1
energy relative to the best compared isomer or geometry (same formula, charge and spin)	464.9	kJ/mol
LUMO	1.56	eV
charge	-1


# 6
# C24H30FN3O2SiV

C24H30FN3O2SiV as an isolated structure (ωB97M-V with the def2-TZVPD basis set, the Open Molecules 2025 dataset).

XYZ file:
```
62
Properties=species:S:1:pos:R:3:lowdin_spin:R:1
V -0.4463 0.9594 0.2501 1.51
C -1.1799 1.6919 4.1192 -0.01
Si 0.3618 1.1108 3.2281 -0.02
C 1.1233 2.5159 2.1994 0.00
C 1.6564 0.1258 4.1489 0.00
N -0.2568 0.1489 1.7970 -0.27
C -0.7990 -1.1169 1.9114 -0.02
C -1.1055 -1.7853 3.1085 -0.06
C -1.6551 -3.0513 3.0752 0.00
C -1.9265 -3.6895 1.8674 -0.09
C -1.6389 -3.0581 0.6589 0.01
C -1.0929 -1.8117 0.7304 -0.06
F -0.7483 -1.1290 -0.4380 -0.01
H -0.9425 2.5263 4.7814 0.00
H -1.6332 0.9105 4.7303 0.00
H -1.9232 2.0323 3.3949 0.00
H 0.9191 3.4905 2.6425 0.00
H 0.6942 2.5610 1.1839 0.00
H 2.2042 2.4143 2.0994 0.00
H 2.1548 0.7686 4.8777 0.00
H 2.4210 -0.2614 3.4729 0.00
H 1.2347 -0.7170 4.6966 0.00
H -0.9371 -1.2978 4.0587 0.00
H -1.8788 -3.5560 4.0050 0.00
H -2.3625 -4.6786 1.8604 0.00
H -1.8261 -3.5253 -0.2987 0.00
C -2.3530 8.2467 0.3814 0.00
C -2.7165 6.8198 0.0861 0.00
C -3.4682 6.1041 1.0128 0.00
C -3.8526 4.7988 0.7577 0.00
C -3.4855 4.1893 -0.4255 0.00
C -2.7175 4.8830 -1.3677 0.00
N -2.4061 4.3295 -2.6141 0.01
C -2.5911 3.0571 -3.1088 0.01
C -3.0000 2.9133 -4.4430 0.00
C -3.2379 1.6719 -4.9913 0.01
C -3.0495 0.5137 -4.2325 0.00
C -2.6123 0.6265 -2.9348 0.00
C -2.3538 1.8855 -2.3697 0.01
C -1.7893 1.9157 -1.0237 0.02
O -0.7782 2.6043 -0.6717 -0.01
O -2.2165 1.0794 -0.1268 -0.02
C -2.3190 6.2083 -1.1090 0.00
C -1.4965 6.9920 -2.0967 0.00
H -2.8200 8.5757 1.3067 0.00
H -2.6792 8.9113 -0.4201 0.00
H -1.2729 8.3694 0.4873 0.00
H -3.7750 6.5861 1.9320 0.00
H -4.4762 4.2748 1.4709 0.00
H -3.8808 3.2097 -0.6615 0.00
H -2.2044 5.0073 -3.3285 0.00
H -3.1642 3.8033 -5.0374 0.00
H -3.5823 1.6001 -6.0138 0.00
H -3.2339 -0.4601 -4.6633 0.00
H -2.4336 -0.2686 -2.3527 0.00
H -0.9286 6.3720 -2.7894 0.00
H -0.7769 7.6174 -1.5717 0.00
H -2.1295 7.6686 -2.6788 0.00
N 1.5592 0.5395 -0.5325 0.00
H 2.0540 -0.1376 0.0412 0.00
H 2.1699 1.3465 -0.6350 0.00
H 1.4756 0.1226 -1.4582 0.00
```

electronic energy	-70210.4263	eV
HOMO-LUMO gap (spin up / spin down)	3.51 / 4.88	eV
multiplicity	2
<S²>	1.154
LUMO (spin up / spin down)	-8.92 / -7.53	eV
charge	+2